(1)
A single C18H32N2O6 molecule. Source: the OMol25 dataset; level of theory: wB97M-V/def2-TZVPD.

Each line ends with the Mulliken charge.
Atoms and positions in Å:
1 H 2.241 -2.228 -2.163  0.64
2 C 2.393 -3.120 -1.540  -0.13
3 H 2.266 -2.110 0.366  -0.14
4 H 4.240 -1.585 -0.289  0.24
5 C 1.413 0.591 0.599  -0.81
6 C 1.813 -4.318 -2.307  0.57
7 C -2.639 5.563 1.274  0.22
8 C 1.688 -2.853 -0.197  0.17
9 H 2.186 -0.457 -1.130  0.13
10 C -1.609 4.673 0.619  -0.31
11 O 3.786 -3.315 -1.369  -0.43
12 H 2.374 -5.838 -0.850  0.31
13 C 1.243 -0.025 -0.802  -0.77
14 C 4.514 -2.124 -1.205  -0.74
15 C -1.165 -0.490 -1.138  -1.17
16 N 0.177 -1.014 -0.899  0.17
17 H -5.012 6.086 2.228  0.33
18 O -3.277 4.967 2.293  -0.29
19 H -1.065 0.355 -1.816  0.58
20 O -2.851 6.690 0.917  -0.59
21 H -0.641 5.169 0.738  0.28
22 C -1.161 0.932 1.050  1.24
23 H 0.993 0.762 -1.509  0.70
24 H -2.068 -0.975 0.730  0.48
25 C -4.270 5.775 2.962  -0.25
26 H -5.343 4.041 3.654  0.31
27 H 1.043 -3.935 1.280  0.44
28 N -1.591 3.327 1.138  -0.10
29 H 2.271 0.136 1.102  0.39
30 H 1.940 -6.460 -2.448  0.45
31 H -5.629 5.512 4.589  0.39
32 C -1.884 -0.074 0.140  -1.44
33 H -2.863 0.330 -0.134  0.44
34 H 5.566 -2.394 -1.137  0.35
35 C 0.279 -2.296 -0.455  0.49
36 C 1.974 -4.081 -3.808  -1.58
37 H 0.746 -4.360 -2.068  0.23
38 H 3.030 -3.958 -4.062  0.27
39 H 1.592 -4.931 -4.377  0.45
40 H 1.654 1.648 0.474  0.48
41 C -1.070 2.306 0.412  -0.45
42 H -2.057 3.146 2.009  0.36
43 H 3.500 -5.671 -2.200  0.30
44 C 0.216 0.443 1.540  -1.41
45 H -1.749 -1.268 -1.626  0.46
46 H 0.097 -0.608 1.820  0.29
47 O -0.565 2.499 -0.685  -0.66
48 H -3.783 6.671 3.346  0.33
49 O -0.702 -2.999 -0.267  -0.66
50 H 1.437 -3.188 -4.135  0.38
51 H -1.785 1.023 1.945  0.79
52 H -1.811 4.653 -0.452  0.36
53 C 2.447 -5.652 -1.918  -1.49
54 C -4.871 4.935 4.061  -1.19
55 H -4.110 4.631 4.780  0.30
56 H 4.374 -1.451 -2.061  0.29
57 H 0.463 0.974 2.463  0.52
58 O 1.614 -4.061 0.515  -0.52

Results
net charge	0
multiplicity	1
structure (SMILES)	CCOC(=O)CNC(=O)[C@@H]1CCCN(C(=O)[C@@H](O)[C@@H](OC)C(C)C)CC1
Kohn-Sham gap	9.6	eV
max |F|	0.28	eV Å⁻¹
calculated total energy	-1266.0696	Eh
ΔE to the lowest compared entry with this formula, charge and spin	0.209	eV


(2)
A single C2H6N6 molecule. Source: the OMol25 dataset; level of theory: wB97M-V/def2-TZVPD.

Each line ends with the Mulliken charge.
Atoms and positions in Å:
1 H 3.073 0.097 -0.882  0.22
2 H -1.073 -2.609 -0.890  0.30
3 H 1.714 0.710 -1.329  0.26
4 C -0.699 -1.647 -0.358  -0.02
5 N 2.390 0.703 -0.544  -0.62
6 N -1.690 -0.732 -0.343  -0.37
7 N -1.546 0.324 0.462  0.11
8 N 1.931 0.287 0.746  0.05
9 N 0.526 -1.543 0.154  -0.29
10 C 1.181 -0.808 0.935  0.16
11 H -3.177 0.998 -0.485  0.31
12 N -2.561 1.194 0.427  -0.55
13 H 2.274 0.839 1.452  0.18
14 H -2.345 2.189 0.655  0.25

Results
net charge	0
multiplicity	1
Kohn-Sham gap (spin up / spin down)	7.1 / 7.4	eV
max |F|	5.19	eV Å⁻¹
calculated total energy	-408.1532	Eh
ΔE to the lowest compared entry with this formula, charge and spin	3.883	eV


(3)
2 unconnected molecules or ions with the total composition C2H5O3P. Source: the OMol25 dataset; level of theory: wB97M-V/def2-TZVPD.

Each line ends with the Mulliken charge.
Atoms and positions in Å:
1 O -1.497 0.434 0.325  -0.47
2 H -1.936 -2.158 -0.615  0.36
3 H 0.310 -0.388 0.951  0.23
4 O 1.035 3.104 -0.560  -0.40
5 C -0.776 -0.514 0.430  0.34
6 O 2.640 1.383 0.148  -0.39
7 H -0.293 -2.338 -0.478  0.35
8 H 0.316 2.423 -0.568  0.37
9 P 2.569 2.680 -0.483  0.41
10 C -1.107 -1.936 -0.031  -1.06
11 H -1.263 -2.690 0.880  0.26

Results
net charge	0
multiplicity	1
structure (SMILES)	CC=O.O=PO
Kohn-Sham gap	10.2	eV
max |F|	4.49	eV Å⁻¹
calculated total energy	-646.2864	Eh
ΔE to the lowest compared entry with this formula, charge and spin	0.974	eV


(4)
A molecular structure, C11H23N2O5P2Tc. Source: the OMol25 dataset; level of theory: wB97M-V/def2-TZVPD.

Each line ends with the Mulliken charge.
Atoms and positions in Å:
1 P -2.195 0.790 0.069  1.08
2 H -3.512 2.362 1.280  0.43
3 C -1.977 2.021 -1.254  -1.17
4 O 1.003 -0.332 3.844  -0.22
5 H -1.946 3.015 -0.793  0.45
6 O 1.768 2.039 -2.584  -0.58
7 H -1.031 1.845 -1.774  0.34
8 H -3.791 0.709 1.880  0.44
9 H 1.976 1.408 -1.847  0.21
10 H -0.234 -3.368 -3.912  0.49
11 H 1.923 -2.524 -2.940  0.53
12 H 3.343 -2.402 1.648  0.47
13 H 3.042 -1.047 -1.112  0.45
14 C 3.100 0.563 1.706  -0.92
15 H -0.168 1.043 1.090  1.08
16 C -1.439 -1.344 -1.493  0.73
17 H 1.686 -3.018 1.363  0.41
18 C -3.670 1.318 0.979  -1.22
19 N -0.296 -1.092 -0.828  0.13
20 Tc -0.478 -0.354 1.169  -0.67
21 C -2.716 -0.700 -0.942  -1.15
22 H -3.421 -0.392 -1.752  0.64
23 C 2.144 -1.423 -0.492  -0.83
24 P 1.837 -0.663 1.150  1.08
25 H 0.998 3.380 1.506  0.30
26 C 0.964 -1.520 -1.308  0.63
27 H 2.848 0.859 2.742  0.39
28 H -4.572 1.251 0.355  0.45
29 C -0.225 -2.671 -3.074  -0.40
30 C -1.465 -2.262 -2.530  -0.81
31 H -3.271 -1.402 -0.291  0.45
32 O -0.307 1.295 3.317  -0.25
33 C 0.967 -2.219 -2.556  -0.99
34 O 0.370 3.555 0.785  -0.54
35 O -1.273 -1.457 2.263  -0.57
36 C 2.280 -2.276 1.908  -1.21
37 H 3.124 1.454 1.056  0.35
38 H -2.429 -2.605 -2.929  0.52
39 H 4.075 0.044 1.669  0.42
40 H 2.659 2.517 -2.577  0.36
41 H 2.081 -2.295 2.983  0.41
42 H 0.803 3.335 0.022  0.32
43 N 0.260 0.638 4.151  0.51
44 H -2.833 1.923 -1.945  0.46

Results
net charge	+3
multiplicity	4
Kohn-Sham gap (spin up / spin down)	6.1 / 5.7	eV
⟨S²⟩	3.81
max |F|	10.75	eV Å⁻¹
calculated total energy	-1680.7879	Eh


(5)
11 unconnected molecules or ions with the total composition C4H29NO12S. Source: the OMol25 dataset; level of theory: wB97M-V/def2-TZVPD.

Each line ends with the Mulliken charge.
Atoms and positions in Å:
1 O 0.163 2.067 -1.254  -0.61
2 H -0.272 -3.930 -1.440  0.26
3 O -2.674 2.165 2.079  -0.73
4 H -3.023 1.569 1.429  0.36
5 C -1.550 -0.746 0.724  0.28
6 O -0.459 0.629 -3.793  -0.76
7 H -2.187 0.435 -1.621  0.34
8 O 1.735 -2.237 -2.790  -0.71
9 C 0.879 -1.183 3.207  -0.83
10 H 2.205 0.287 -4.073  0.28
11 H -0.056 -1.860 3.413  0.26
12 H -0.820 -2.775 -2.337  0.39
13 H 2.430 0.362 -1.567  0.30
14 H 0.908 -2.129 1.281  0.38
15 O 2.359 0.557 -0.593  -0.63
16 H 0.940 1.658 -0.932  0.37
17 O 1.927 0.324 -3.165  -0.83
18 H -1.312 0.914 -3.307  0.48
19 H -2.368 1.713 2.817  0.30
20 H 0.107 0.838 3.187  -0.26
21 H 1.069 -2.317 -3.485  0.42
22 O -0.261 2.799 1.303  -0.56
23 H 2.288 1.990 2.867  0.09
24 H 0.118 3.606 1.370  0.21
25 H -0.327 2.305 -0.446  0.35
26 H -2.521 1.876 -1.613  0.31
27 O -1.796 -2.030 0.577  -0.54
28 H -0.524 -1.043 -3.819  0.54
29 H 1.797 -0.679 -2.841  0.44
30 C 0.761 -1.122 1.626  -0.42
31 H 3.195 1.046 -0.401  0.26
32 H 1.334 -2.369 -1.987  0.38
33 N -0.397 -0.308 1.269  0.72
34 O -2.453 0.032 0.446  -0.74
35 O -0.822 -2.013 -3.854  -0.89
36 S 2.370 1.047 3.822  -0.24
37 H -0.233 0.756 1.124  -0.13
38 H 1.714 -1.790 3.531  0.44
39 O -2.505 1.106 -2.182  -0.68
40 H -1.233 2.781 1.354  0.38
41 H 1.667 -0.559 1.219  0.12
42 O -0.482 -3.029 -1.474  -0.63
43 H -1.849 -1.965 -3.682  0.32
44 C 0.725 0.170 3.838  0.04
45 H 0.168 1.184 -3.428  0.31
46 H -1.383 -2.396 -0.235  0.47
47 H 0.296 0.210 4.840  0.39

Results
net charge	0
multiplicity	1
structure (SMILES)	O=C(O)NCCCS.O.O.O.O.O.O.O.O.O.O
Kohn-Sham gap	9.3	eV
max |F|	4.58	eV Å⁻¹
calculated total energy	-1525.6259	Eh
ΔE to the lowest compared entry with this formula, charge and spin	3.131	eV


(6)
A molecular structure, C39H30N12O2SSn. Source: the OMol25 dataset; level of theory: wB97M-V/def2-TZVPD.

Each line ends with the Mulliken charge.
Atoms and positions in Å:
1 C -3.930 0.717 -0.410  0.29
2 H 8.417 -4.443 -2.715  0.52
3 H -10.723 2.034 -0.167  0.30
4 H -9.298 1.408 -4.058  0.39
5 C 3.375 -2.783 0.449  1.03
6 H -0.012 -3.616 1.990  0.28
7 N 0.270 1.602 3.929  0.46
8 C 1.011 2.789 3.951  -1.04
9 C 3.119 -0.481 1.476  -0.02
10 H 4.912 0.775 1.493  0.38
11 N -1.970 -0.686 -0.165  -0.36
12 N 1.585 1.537 5.693  0.11
13 C 5.818 -2.676 -4.954  -0.45
14 C 4.705 -2.341 -0.051  0.37
15 C -4.527 2.341 1.118  -0.13
16 N -4.136 5.076 3.627  -0.55
17 H 3.039 1.786 7.258  0.29
18 H 4.561 -2.537 -3.147  0.32
19 C 2.964 -4.122 0.416  -0.51
20 H -0.078 -1.476 0.034  0.37
21 H 0.309 -0.148 5.212  0.40
22 H 1.305 -5.334 1.041  0.48
23 H 2.512 0.086 7.046  0.29
24 H -1.512 3.054 4.437  0.36
25 N -1.746 -0.972 -2.862  -0.60
26 C -8.557 2.166 -0.305  -0.39
27 H 1.549 1.252 7.806  0.40
28 C -7.540 1.840 -1.115  0.48
29 C 2.167 1.191 6.960  -0.84
30 C 7.029 -3.144 -5.528  0.67
31 C -6.128 1.734 -0.545  0.58
32 C 1.764 2.784 5.068  -0.44
33 H 0.940 3.536 3.210  0.61
34 Sn -1.784 0.652 2.067  0.73
35 O 7.319 -2.975 -6.797  -0.36
36 C -2.412 3.438 3.919  -0.11
37 C -7.732 1.511 -2.478  -0.55
38 C -3.952 3.136 2.240  0.20
39 C 4.571 -0.262 1.203  -0.67
40 H -6.829 1.393 -3.130  0.40
41 C 0.593 0.880 4.980  -0.65
42 S -0.228 2.097 0.655  -0.20
43 H -3.383 0.116 -3.112  0.52
44 H 3.469 -4.971 -0.093  0.40
45 C -3.100 4.593 4.294  -0.50
46 N 6.396 -3.452 -1.441  -0.99
47 C -2.699 -0.262 -2.341  -0.29
48 H -5.393 0.215 -1.932  0.63
49 N -2.836 2.677 2.902  0.24
50 C -0.921 -1.293 -0.677  0.02
51 C -9.847 1.934 -0.884  -0.31
52 H 5.536 -2.856 -7.929  0.36
53 H 8.889 -4.112 -5.199  0.42
54 N -1.976 2.664 -1.538  -0.56
55 H -0.030 -2.146 -2.306  0.44
56 N -3.653 1.437 0.662  0.05
57 H 6.345 -1.200 -7.426  0.35
58 C 5.561 -2.785 -3.621  -0.37
59 H 7.025 -2.358 -8.655  0.26
60 C -0.830 -1.491 -2.014  -0.62
61 H -6.393 3.364 0.697  0.52
62 C -4.551 4.320 2.556  -0.30
63 C -9.042 1.482 -3.010  -0.50
64 N 5.355 -3.035 -0.909  0.64
65 H 6.303 -0.808 0.205  0.54
66 H -2.725 5.124 5.136  0.44
67 H 2.472 3.373 5.618  0.49
68 C 5.327 -1.093 0.466  -0.66
69 C 2.594 -1.811 1.121  0.35
70 C -5.197 0.805 -1.014  -0.37
71 C 6.564 -3.400 -2.774  0.51
72 H -8.459 2.448 0.773  0.37
73 C 6.453 -2.287 -7.726  -0.80
74 H 5.041 -2.314 -5.587  0.45
75 C 8.011 -3.743 -4.656  -0.74
76 N -10.099 1.638 -2.148  -0.54
77 C 1.747 -4.371 1.024  -0.64
78 H -5.384 4.802 2.048  0.40
79 C -1.283 2.541 -0.614  0.47
80 C -2.862 -0.147 -0.983  0.00
81 O 2.446 0.383 1.928  -0.25
82 C 1.043 -3.315 1.626  -0.30
83 N 1.333 -2.115 1.469  -0.30
84 C 7.752 -3.901 -3.321  -0.22
85 C -5.736 2.529 0.530  -0.44

Results
net charge	+2
multiplicity	1
Kohn-Sham gap (spin up / spin down)	6.0 / 6.0	eV
max |F|	6.33	eV Å⁻¹
calculated total energy	-2923.5961	Eh
ΔE to the lowest compared entry with this formula, charge and spin	2.580	eV


(7)
A single C17H19ClFN3O4S molecule. Source: the OMol25 dataset; level of theory: wB97M-V/def2-TZVPD.

Each line ends with the Mulliken charge.
Atoms and positions in Å:
1 C -3.876 -1.076 3.544  0.56
2 C 3.612 0.196 -3.922  0.15
3 H -1.025 -2.072 1.633  0.45
4 H 3.766 -1.459 -2.373  0.30
5 C 0.036 2.182 1.649  -0.52
6 H -5.331 -0.277 2.066  0.46
7 H 1.908 -0.143 -5.339  0.31
8 H -5.840 -1.970 3.699  0.40
9 C -4.279 -0.526 2.137  -1.47
10 H -4.126 -1.279 1.349  0.35
11 O -1.678 -2.581 3.034  -0.84
12 C 2.711 2.435 -3.139  0.49
13 H 5.063 -1.437 -3.597  0.30
14 C 4.011 -1.210 -3.436  -0.98
15 H 3.623 -2.584 -5.099  0.31
16 C 2.955 -0.448 -5.129  -0.75
17 H 3.533 -0.373 -6.057  0.27
18 C -1.271 1.352 3.556  0.12
19 H 0.573 2.986 1.196  0.50
20 Cl -1.929 1.630 5.133  -0.16
21 O -1.738 -1.416 5.183  -0.63
22 O -0.782 -1.325 1.016  -0.64
23 C -0.578 2.391 2.884  -0.85
24 O 1.657 4.369 -2.314  -0.66
25 H -4.660 -2.415 4.965  0.39
26 C 2.718 1.048 -3.039  -0.25
27 C 0.015 0.914 1.063  -0.34
28 H 4.484 0.767 -4.187  0.59
29 N 0.669 0.503 -0.110  -0.07
30 H 1.895 -0.583 -1.944  0.23
31 S -2.065 -1.368 3.746  1.43
32 N 1.923 0.436 -2.047  -0.13
33 H -3.712 0.348 1.871  0.34
34 C 1.297 1.198 -1.098  0.39
35 N 1.214 2.481 -1.189  -0.42
36 C -0.691 -0.124 1.689  1.11
37 C 1.838 3.158 -2.221  0.24
38 H 2.146 -2.255 -4.053  0.20
39 H -0.465 3.337 3.398  0.43
40 C -4.794 -2.253 3.906  -1.43
41 F 3.491 3.070 -4.044  -0.29
42 C 3.093 -1.836 -4.513  -0.42
43 H 0.538 -0.449 -0.373  0.31
44 H -4.541 -3.138 3.325  0.35
45 H -4.064 -0.263 4.241  0.31
46 C -1.322 0.059 2.941  -0.45

Results
net charge	0
multiplicity	1
structure (SMILES)	CC(C)S(=O)(=O)c1c(Cl)ccc(Nc2nc(=O)c(F)c(C3CCC3)[nH]2)c1O
Kohn-Sham gap	8.6	eV
max |F|	3.08	eV Å⁻¹
calculated total energy	-2082.6371	Eh
ΔE to the lowest compared entry with this formula, charge and spin	0.000	eV


(8)
2 unconnected molecules or ions with the total composition CHCl2NOS. Source: the OMol25 dataset; level of theory: wB97M-V/def2-TZVPD.

Each line ends with the Mulliken charge.
Atoms and positions in Å:
1 C -1.645 0.579 0.379  0.51
2 Cl 1.856 -2.492 0.549  -0.08
3 S 1.626 -0.532 0.647  0.17
4 N -0.907 1.030 -0.432  -0.37
5 O -2.335 0.304 1.254  -0.41
6 H -0.463 0.829 -1.255  0.31
7 Cl 1.869 0.282 -1.142  -0.13

Results
net charge	0
multiplicity	1
structure (SMILES)	ClSCl.N=C=O
Kohn-Sham gap	8.9	eV
max |F|	2.19	eV Å⁻¹
calculated total energy	-1487.2564	Eh
ΔE to the lowest compared entry with this formula, charge and spin	0.471	eV


(9)
A molecular structure, C4H7N2O3S. Source: the OMol25 dataset; level of theory: wB97M-V/def2-TZVPD.

Each line ends with the Mulliken charge.
Atoms and positions in Å:
1 C -2.893 1.366 0.078  0.63
2 H 2.691 -0.522 -1.362  0.24
3 N 0.176 0.988 0.165  -0.55
4 C 0.357 -1.238 -0.132  -0.84
5 O -1.994 -1.092 -1.609  -0.57
6 H 0.627 -1.849 -0.890  0.45
7 H 0.515 -1.811 0.817  0.37
8 H 2.457 1.166 -0.977  0.25
9 N 2.068 0.205 -0.963  -0.39
10 C 0.924 0.082 -0.345  0.61
11 H 0.549 1.879 0.211  0.13
12 H -3.375 0.210 0.623  0.23
13 S -1.557 -1.112 -0.268  1.15
14 O -2.007 -2.210 0.501  -0.54
15 H -1.564 0.274 1.571  0.49
16 O -3.414 2.244 -0.485  -0.19
17 C -2.092 0.438 0.593  -0.48

Results
net charge	+1
multiplicity	1
Kohn-Sham gap	8.3	eV
max |F|	5.28	eV Å⁻¹
calculated total energy	-889.6001	Eh
ΔE to the lowest compared entry with this formula, charge and spin	4.537	eV